C3H4S2 | the ωB97M-V functional and the def2-TZVPD basis

CARTESIAN COORDINATES (ANGSTROEM)
C: 0.4794 -0.1184 0.8628
C: -0.0239 0.4678 -0.4308
C: -1.5197 0.4624 -0.1664
S: -1.2446 -0.4093 1.4829
S: -0.8376 2.1511 -0.3115
H: 1.0036 -1.0532 0.7722
H: 1.0476 0.6093 1.3049
H: 0.3502 0.4428 -1.3754
H: -2.3187 -0.1024 -0.7361

Results
- ΔE to the lowest compared entry with this formula, charge and spin (kJ/mol) = 131.48
- charge = 0
- HOMO-LUMO gap (eV) = 9.4
- multiplicity = 1
- highest occupied orbital energy (eV) = -8.8
- largest force on an atom (eV Å⁻¹) = 3.48

C2H2NO2S | the ωB97M-V functional and the def2-TZVPD basis

CARTESIAN COORDINATES (ANGSTROEM)
C: -1.2008 0.3185 -0.2344
C: -1.3409 0.4793 -1.4099
N: 0.9217 0.0363 1.4969
O: 1.6663 0.2831 2.4486
O: 0.7819 -1.3391 -0.8007
S: 1.6830 -0.6070 0.1328
H: -0.7254 0.1377 0.7013
H: -1.7859 0.6911 -2.3346

Results
- ΔE to the lowest compared entry with this formula, charge and spin (kJ/mol) = 560.31
- charge = -1
- HOMO-LUMO gap (alpha / beta) (eV) = 7.1 / 7.1
- multiplicity = 1
- highest occupied orbital energy (alpha / beta) (eV) = -2.9 / -2.9
- largest force on an atom (eV Å⁻¹) = 1.65

H20O10 | the ωB97M-V functional and the def2-TZVPD basis

CARTESIAN COORDINATES (ANGSTROEM)
O: -2.2375 0.6494 -1.6972
H: -2.3672 0.6611 -0.7560
H: -1.5698 1.4187 -1.7555
O: -1.2289 0.5047 1.0944
H: -1.0650 0.5896 2.0543
H: -0.4246 -0.0345 0.8509
O: -1.1161 -3.0427 -0.5876
H: -0.8720 -2.5272 -1.4002
H: -1.9408 -2.5287 -0.2903
O: 1.1178 2.4571 0.6655
H: 1.3543 2.7549 1.5458
H: 1.3106 1.5280 0.6551
O: -0.0489 -0.1153 3.7976
H: -0.0697 -0.9679 3.3173
H: 0.8214 0.2168 3.6207
O: -0.4625 2.8008 -1.5669
H: -0.0529 3.5107 -2.0782
H: -0.0144 2.8821 -0.7370
O: -0.6701 -1.2372 -2.8178
H: -0.7239 -1.0184 -3.7441
H: -1.1970 -0.5109 -2.4640
O: 1.6296 0.2788 -1.5922
H: 1.3049 1.1179 -1.4653
H: 0.9682 -0.2545 -2.1155
O: 2.0775 -0.0630 1.1898
H: 1.5603 -0.7106 1.6615
H: 1.9627 -0.2101 0.2301
O: 0.6193 -2.3594 1.5781
H: 0.0988 -2.7494 0.8706
H: 1.2357 -3.0406 1.9360

Results
- ΔE to the lowest compared entry with this formula, charge and spin (kJ/mol) = 143.56
- SMILES = O.O.O.O.O.O.O.O.O.O
- charge = 0
- HOMO-LUMO gap (eV) = 11.6
- multiplicity = 1
- highest occupied orbital energy (eV) = -11.3
- largest force on an atom (eV Å⁻¹) = 4.15

C3H11NO | the ωB97M-V functional and the def2-TZVPD basis

CARTESIAN COORDINATES (ANGSTROEM)
C: 0.0000 0.0000 0.0000
C: -0.2223 -1.0951 0.9807
C: -0.4656 -2.5217 0.4503
N: 0.7592 -3.0304 -0.1312
H: 0.1936 0.9916 0.4427
H: -0.9315 0.0531 -0.5883
H: 0.8317 -0.2502 -0.6799
H: 0.7115 -1.1110 1.5751
H: -1.0394 -0.7567 1.6465
H: -0.7301 -3.0931 1.3609
H: -1.3370 -2.5533 -0.2317
H: 0.8038 -2.5885 -1.0560
H: 0.6299 -4.0340 -0.3013
O: -1.4941 -5.8603 2.9459
H: -2.2183 -6.3476 3.3999
H: -1.5956 -4.9287 3.2462

Results
- ΔE to the lowest compared entry with this formula, charge and spin (kJ/mol) = 58.75
- SMILES = CCCN.O
- charge = 0
- HOMO-LUMO gap (eV) = 10.3
- multiplicity = 1
- highest occupied orbital energy (eV) = -9.5
- largest force on an atom (eV Å⁻¹) = 1.74

C5H5NO | the ωB97M-V functional and the def2-TZVPD basis

CARTESIAN COORDINATES (ANGSTROEM)
C: 2.2751 -0.2805 -1.3037
C: 1.5802 0.5435 -0.4064
C: 0.2210 0.2198 -0.0436
C: -0.4123 -0.9744 -0.0721
C: -1.7359 0.2698 0.8151
H: 1.8732 -1.2350 -1.6965
H: 3.4319 -0.1144 -1.3827
H: 2.0177 1.4951 0.0319
H: 0.0595 -1.8634 -0.3615
H: -2.4807 0.8881 1.4249
N: -1.5645 -1.0058 0.6485
O: -0.6899 1.1501 0.4386

Results
- ΔE to the lowest compared entry with this formula, charge and spin (kJ/mol) = 192.03
- charge = 0
- HOMO-LUMO gap (eV) = 8.9
- multiplicity = 1
- highest occupied orbital energy (eV) = -8.6
- largest force on an atom (eV Å⁻¹) = 3.66

C5H6O2 | the ωB97M-V functional and the def2-TZVPD basis

CARTESIAN COORDINATES (ANGSTROEM)
O: 2.4287 1.9325 -2.0599
C: 1.6108 1.5890 -1.2447
C: 1.6731 0.2739 -0.4944
C: 0.4005 -0.2832 -0.0699
C: -0.5153 -0.5628 0.6617
C: -1.7987 -0.9424 1.2322
O: -2.7788 -0.9118 0.2150
H: 0.7818 2.2536 -0.9287
H: 2.3648 -0.4244 -0.9760
H: 1.9967 0.5307 0.5206
H: -1.7096 -1.9328 1.7012
H: -2.1022 -0.2333 2.0091
H: -2.3518 -1.2888 -0.5664

Results
- ΔE to the lowest compared entry with this formula, charge and spin (kJ/mol) = 261.57
- SMILES = O=CCC#CCO
- charge = 0
- HOMO-LUMO gap (eV) = 10.6
- multiplicity = 1
- highest occupied orbital energy (eV) = -9.9
- largest force on an atom (eV Å⁻¹) = 1.06

C4H6N2O | the ωB97M-V functional and the def2-TZVPD basis

CARTESIAN COORDINATES (ANGSTROEM)
C: 0.9141 0.9330 -0.3663
N: 1.6368 0.6729 0.6436
C: 1.0802 -0.5156 1.2800
N: 0.1020 -1.0677 0.3419
C: -0.2212 -0.0219 -0.5654
C: -1.5679 0.3605 -1.0011
O: -0.6590 -0.3164 -1.8729
H: 1.1151 1.7699 -1.0337
H: 0.6311 -0.2067 2.2361
H: 1.8816 -1.2287 1.4958
H: -0.6881 -1.5293 0.7698
H: -1.8115 1.3897 -1.2686
H: -2.4132 -0.2398 -0.6592

Results
- ΔE to the lowest compared entry with this formula, charge and spin (kJ/mol) = 229.56
- SMILES = C1=NCN[C@@]12CO2
- charge = 0
- HOMO-LUMO gap (eV) = 10.1
- multiplicity = 1
- highest occupied orbital energy (eV) = -9.2
- largest force on an atom (eV Å⁻¹) = 0.41

C42H39BaGeN6O8 | the ωB97M-V functional and the def2-TZVPD basis

CARTESIAN COORDINATES (ANGSTROEM)
Ba: 0.4403 -0.1631 -0.6014
C: 2.1974 0.5600 -4.5908
C: 2.4841 1.5730 -3.4660
C: 3.2952 0.9633 -2.2871
N: 2.6597 1.1719 -0.9579
C: 2.9485 2.1953 -0.2693
C: 3.6994 3.3508 -0.8415
C: 4.6532 4.0941 -0.2791
C: 5.1488 4.0214 1.0902
C: 4.5035 3.4718 2.1176
C: 3.1868 2.8377 2.1293
C: 2.4438 2.3348 1.1493
N: 1.1253 1.8431 1.5349
C: 0.2264 2.8762 2.1365
C: -1.2431 2.5932 1.9403
C: -1.8499 2.7888 0.5518
N: -1.1908 2.0455 -0.5414
C: -1.7131 2.2739 -1.7185
C: -2.9794 2.9668 -1.9305
C: -3.4269 3.7600 -2.9644
C: -2.7786 4.1763 -4.1339
C: -1.6048 3.6060 -4.5917
C: -0.9066 2.4917 -4.1353
C: -1.0496 1.6701 -2.9617
N: -0.5594 0.4631 -2.8451
C: -0.2087 -0.3082 -4.0524
C: 1.2839 -0.6126 -4.2004
H: 3.1564 0.1537 -4.9332
H: 1.7644 1.0837 -5.4492
H: 1.5422 1.9734 -3.0858
H: 3.0319 2.4221 -3.8784
H: 4.3077 1.3683 -2.2816
H: 3.3853 -0.1181 -2.4173
H: 3.4307 3.5819 -1.8662
H: 5.1190 4.8361 -0.9196
H: 6.0792 4.5351 1.3083
H: 4.9657 3.5661 3.0955
H: 2.7480 2.7183 3.1178
H: 0.4813 3.8221 1.6559
H: 0.4472 2.9667 3.2007
H: -1.7871 3.2507 2.6242
H: -1.4151 1.5866 2.2902
H: -1.8593 3.8557 0.2989
H: -2.9004 2.5079 0.6460
H: -3.6820 2.8534 -1.1163
H: -4.4237 4.1671 -2.8100
H: -3.2393 4.9534 -4.7313
H: -1.1956 4.0432 -5.4993
H: -0.0891 2.1835 -4.7747
H: -0.6004 0.1565 -4.9615
H: -0.7156 -1.2712 -3.9571
H: 1.3898 -1.4086 -4.9412
H: 1.6499 -1.0313 -3.2589
O: -1.9605 -4.5611 1.5519
C: -1.6157 -3.9492 0.5780
O: -2.1478 -2.7616 0.2114
C: -0.5888 -4.4663 -0.3885
C: -0.6068 -5.8300 -0.5538
C: 0.2903 -6.4379 -1.4161
C: 1.2633 -5.7159 -2.0522
C: 1.3052 -4.3575 -1.8505
C: 0.3432 -3.6401 -1.0830
O: 0.3274 -2.3609 -1.0277
N: 2.4851 -3.6672 -2.4600
O: 3.0758 -4.2381 -3.3586
O: 2.8667 -2.6316 -1.9524
N: 0.2343 -7.9046 -1.6310
O: 1.1032 -8.4157 -2.3130
O: -0.6826 -8.5146 -1.1185
H: -1.3224 -6.4237 -0.0009
H: 2.0001 -6.1970 -2.6762
Ge: -0.5986 -0.8332 2.9716
C: -0.3532 0.4320 4.5327
C: 0.9700 0.7201 4.9234
C: 1.2583 1.5855 5.9750
C: 0.2211 2.1938 6.6831
C: -1.0913 1.9116 6.3335
C: -1.3699 1.0382 5.2735
C: -2.6341 -0.6839 2.8292
C: -3.5889 0.3111 2.5457
C: -4.9573 0.0595 2.6168
C: -5.4220 -1.2002 2.9896
C: -4.5049 -2.1975 3.2813
C: -3.1350 -1.9370 3.1893
H: -2.7630 -2.5070 0.9217
H: 1.7991 0.2578 4.3897
H: 2.2901 1.7834 6.2481
H: 0.4367 2.8723 7.5009
H: -1.9068 2.3714 6.8831
H: -2.4082 0.8385 5.0257
H: -3.2906 1.3072 2.2886
H: -5.6623 0.8520 2.3855
H: -6.4862 -1.3969 3.0545
H: -4.8421 -3.1876 3.5715
H: -2.4366 -2.7452 3.4029
O: 1.6455 -0.3430 1.3694
C: 0.8532 0.5076 1.8220

Results
- ΔE to the lowest compared entry with this formula, charge and spin (kJ/mol) = 329.24
- charge = -1
- HOMO-LUMO gap (eV) = 6.1
- multiplicity = 1
- highest occupied orbital energy (eV) = -4.4
- largest force on an atom (eV Å⁻¹) = 3.65

Question: What is the ΔE to the lowest compared entry with this formula, charge and spin in the third record?
Answer: 143.56 kJ/mol